[1]
36
Properties=species:S:1:pos:R:3:forces:R:3:lowdin_charge:R:1 method="wB97M-V/def2-TZVPD" total_charge=-2 e_lumo_ev=4.0 total_energy_ha=-3982.939679
C 6.088107 1.141451 -1.103211 -1.131 -0.972 0.621 -0.07
O 5.011911 0.264547 -0.592511 0.505 0.790 -0.246 -0.12
C 3.789810 0.282335 -1.219047 -0.688 1.576 -3.009 -0.28
C 3.639139 0.905093 -2.519787 0.461 0.135 -0.302 -0.06
C 2.412047 0.810380 -3.250827 -0.033 -0.394 0.737 -0.11
C 1.311532 0.211579 -2.647454 1.227 -0.265 -0.302 -0.04
C 1.467991 -0.358705 -1.374113 -3.290 -0.261 0.246 -0.24
O 0.202597 -0.871352 -0.990742 2.562 1.634 -0.696 -0.14
C 2.656921 -0.314694 -0.636608 1.011 -0.226 -0.594 0.03
H 6.831513 1.033104 -0.298341 -0.094 0.274 -0.547 0.08
H 6.481785 0.770582 -2.072647 -0.254 0.170 0.548 0.08
H 5.746067 2.192643 -1.206428 0.127 -0.646 0.119 0.09
H 4.467649 1.482382 -3.045069 -0.959 -1.036 0.999 0.09
H 2.302020 1.150332 -4.299129 0.388 0.093 0.832 0.10
H 0.331727 0.020304 -3.090725 0.411 0.458 -0.080 0.12
H 2.837880 -0.839986 0.281080 -0.313 -0.080 0.310 0.11
O -4.531581 -4.157466 1.872227 -0.160 1.572 -0.186 -0.03
C -4.365488 -2.987471 1.928559 0.996 -1.632 0.743 -0.25
Co -4.209682 -1.256131 1.947204 -1.802 0.099 -0.669 -0.07
C -4.577645 -0.845914 0.272089 0.563 0.068 0.688 -0.23
O -4.811101 -0.568768 -0.811964 -0.548 0.050 -1.156 0.07
C -5.707824 -0.859435 2.816641 0.981 0.246 0.650 -0.25
O -6.723186 -0.672443 3.348837 -0.254 -0.089 -0.243 0.00
C -2.144007 -1.085523 2.036022 3.780 -2.146 -0.636 -0.23
C -1.178097 -0.757442 1.103438 0.084 -3.013 0.898 -0.30
C 0.089794 -1.206513 0.495968 -1.238 1.055 -0.775 -0.15
Co -2.148126 0.703066 1.563388 -3.230 5.437 -0.456 -0.03
C -2.239196 0.950616 -0.133812 -0.627 -0.180 -2.093 -0.22
O -2.288328 0.951002 -1.291925 0.302 0.349 0.570 0.07
C -1.070448 2.015068 2.163263 -0.038 -1.250 1.062 -0.19
O -0.316665 2.794199 2.553023 0.395 0.802 -0.196 0.02
C -3.839968 1.363233 2.013700 0.635 0.656 0.663 -0.18
O -4.721786 2.070516 2.279866 0.513 -0.675 -0.401 0.04
H -1.749884 -1.545632 2.952706 -0.681 -0.749 -0.227 0.05
H 0.949246 -0.511411 0.801318 -0.678 -1.894 0.754 0.11
H 0.005277 -2.273545 0.155013 1.077 0.042 2.373 0.14

[2]
22
Properties=species:S:1:pos:R:3:forces:R:3:lowdin_charge:R:1 method="wB97M-V/def2-TZVPD" total_charge=+1 e_lumo_ev=-3.2 de_lowest_kcal_mol=63.6 total_energy_ha=-1123.994161
N 0.196101 -2.719749 0.635711 -0.304 2.045 1.202 0.15
C 1.263974 -1.562068 0.954338 -2.264 -1.146 4.201 -0.19
C 1.441546 -0.566251 -0.130317 3.505 1.734 0.703 -0.61
S 0.114188 -0.149423 -1.197171 0.797 -0.341 -2.176 0.49
S -1.349833 1.204782 -0.937672 -2.058 0.571 1.143 0.43
C -1.120625 2.869141 -0.223663 0.445 0.835 0.281 -0.43
H -0.798236 -2.377332 0.407636 1.127 -0.282 0.012 0.11
H 0.091525 -3.342160 1.462401 0.361 0.374 -0.811 0.17
H 0.636608 -3.173966 -0.128703 -0.194 -1.138 -0.978 0.13
H 2.130970 -2.188447 1.312452 -0.504 1.109 -0.716 0.14
H 0.799937 -1.071475 1.937993 1.069 -0.914 -2.162 0.17
H 2.017884 0.348112 0.306691 -1.477 -1.252 -0.222 0.11
H 2.306296 -0.843175 -0.809850 -1.350 -0.283 0.172 0.10
H -1.634266 2.963271 0.722923 -0.485 -0.685 0.284 0.02
H -1.655045 3.650730 -0.855764 1.447 -1.026 0.250 0.07
H -0.077894 3.032638 0.119598 -0.413 0.365 -1.088 0.04
H -3.158495 -2.026599 -0.276348 -0.358 0.464 -1.648 0.04
H -3.253847 -2.121796 1.164571 0.814 -0.565 -0.207 0.09
O -2.688110 -2.440083 0.423770 -0.169 0.158 1.841 -0.05
H 3.748387 2.102444 1.095690 1.391 -1.639 -0.808 0.02
H 3.078473 3.180839 1.450124 -1.451 3.748 -0.418 -0.01
O 3.270102 2.386895 1.850723 0.071 -2.132 1.149 0.00